Record 1
{
  "formula": "C29H20IIrO2PS",
  "method": "ωB97M-V with the def2-TZVPD basis set",
  "homo_lumo_gap_ev": [7.017, 4.772],
  "e_tot_ev": -65538.5788,
  "e_above_lowest_kcal_mol": 0.0,
  "s2": 8.811,
  "multiplicity": 6,
  "total_charge": 2,
  "species": ["Ir", "O", "C", "O", "C", "C", "C", "C", "C", "C", "S", "H", "H", "H", "H", "I", "C", "C", "C", "C", "C", "C", "C", "C", "C", "P", "C", "C", "C", "C", "C", "C", "C", "C", "C", "C", "C", "C", "C", "H", "H", "H", "H", "H", "H", "H", "H", "H", "H", "H", "H", "H", "H", "H", "H"],
  "positions_angstrom": [[0.634234, 1.078464, -0.820843], [1.180632, 2.972288, 2.317854], [1.049400, 3.154648, 1.132741], [0.104627, 2.548091, 0.412379], [1.930286, 4.108258, 0.371943], [2.299581, 5.258987, 1.036645], [3.098257, 6.222600, 0.416842], [3.563655, 6.026684, -0.876073], [3.234518, 4.870985, -1.550457], [2.406383, 3.897378, -0.947100], [2.140310, 2.514634, -1.922970], [1.953775, 5.406717, 2.050406], [3.355893, 7.124969, 0.954610], [4.188091, 6.768519, -1.353804], [3.606971, 4.695214, -2.551002], [2.381386, -0.307731, 0.991854], [0.809903, -0.242770, 2.372347], [1.205688, 0.318016, 3.600229], [0.363840, 0.323573, 4.687048], [-0.885536, -0.274181, 4.563446], [-1.313652, -0.836224, 3.344176], [-2.560854, -1.473012, 3.330104], [-3.036288, -2.074021, 2.172708], [-2.299548, -1.956270, 1.010181], [-1.066458, -1.292759, 0.957942], [-0.447307, -1.000676, -0.767799], [0.586303, -2.413224, -1.191464], [1.361973, -2.297111, -2.345921], [2.155798, -3.357403, -2.750072], [2.182349, -4.527730, -2.000237], [1.412333, -4.642160, -0.851750], [0.608291, -3.586545, -0.444489], [-1.911414, -1.066352, -1.806267], [-2.211265, -2.185022, -2.581580], [-3.351491, -2.178705, -3.371774], [-4.184832, -1.068873, -3.384895], [-3.883638, 0.049555, -2.615316], [-2.743866, 0.055847, -1.831059], [-0.494940, -0.784180, 2.166890], [2.191715, 0.750700, 3.684581], [0.679489, 0.765993, 5.621158], [-1.554285, -0.315713, 5.414182], [-3.143497, -1.506705, 4.242111], [-3.983556, -2.595138, 2.172541], [-2.707515, -2.362427, 0.094153], [1.338331, -1.384470, -2.932834], [2.752996, -3.271471, -3.647547], [2.805168, -5.354088, -2.314891], [1.433820, -5.555391, -0.272797], [0.009421, -3.689923, 0.452417], [-1.556949, -3.047993, -2.575945], [-3.587049, -3.040073, -3.981788], [-5.070610, -1.070670, -4.005713], [-4.531636, 0.914981, -2.637294], [-2.499221, 0.931923, -1.237823]],
  "forces_ev_per_a": [[-0.12, 0.11, 0.04], [0.01, 0.04, -0.01], [-0.03, -0.25, -0.09], [0.01, 0.18, 0.06], [-0.04, 0.09, 0.15], [0.00, -0.05, -0.03], [-0.01, 0.02, 0.03], [0.03, 0.02, -0.04], [0.02, 0.02, 0.02], [-0.07, -0.06, -0.04], [0.05, -0.09, -0.10], [0.00, 0.00, 0.00], [0.01, 0.00, 0.00], [0.00, 0.01, 0.01], [-0.01, -0.02, 0.00], [0.00, -0.02, 0.15], [-0.05, -0.08, -0.25], [-0.04, 0.02, 0.09], [0.07, 0.01, -0.05], [-0.03, -0.02, -0.02], [0.01, -0.01, 0.02], [0.00, -0.01, -0.01], [0.00, 0.02, 0.00], [-0.07, -0.01, 0.04], [0.19, 0.04, 0.08], [0.10, 0.01, -0.08], [-0.05, 0.04, 0.00], [0.02, -0.03, 0.00], [-0.01, 0.02, 0.01], [0.00, 0.00, 0.00], [0.00, -0.01, 0.00], [0.01, -0.02, 0.01], [0.00, 0.04, 0.01], [0.00, 0.01, 0.02], [0.00, -0.02, -0.01], [0.00, 0.01, 0.00], [-0.01, -0.02, -0.01], [0.01, -0.01, 0.02], [0.02, 0.00, -0.01], [0.01, 0.01, 0.00], [-0.01, 0.00, 0.01], [0.00, 0.00, 0.00], [0.00, 0.00, 0.01], [0.00, 0.00, -0.01], [-0.01, -0.01, 0.00], [0.00, 0.00, 0.00], [0.00, -0.01, 0.00], [0.00, 0.00, 0.00], [0.00, 0.00, 0.00], [-0.01, 0.01, 0.00], [-0.02, 0.00, -0.01], [0.00, 0.00, 0.00], [0.00, 0.00, 0.00], [0.00, 0.00, 0.00], [-0.01, 0.01, -0.01]]
}



Record 2
{
  "formula": "C4H9NO",
  "method": "ωB97M-V with the def2-TZVPD basis set",
  "smiles": "C[C@H]1N[C@H]1CO",
  "homo_lumo_gap_ev": 10.498,
  "e_tot_ev": -7829.0124,
  "e_above_lowest_kcal_mol": 76.3,
  "multiplicity": 1,
  "species": ["C", "C", "N", "C", "C", "O", "H", "H", "H", "H", "H", "H", "H", "H", "H"],
  "positions_angstrom": [[-1.277776, 0.569990, 0.481412], [-0.844176, -0.156593, -0.790178], [0.382915, 0.413465, -1.362902], [0.460403, -0.816668, -0.573865], [0.973597, -0.549260, 0.849391], [1.267373, 0.917829, 1.129634], [-1.904405, -0.136403, 1.060832], [-0.301817, 1.022947, 1.062632], [-1.861860, 1.454207, 0.254290], [-1.552527, -0.585807, -1.514967], [0.458256, 0.194853, -2.350203], [0.771226, -1.724836, -1.102679], [1.928823, -0.991574, 1.059933], [0.210932, -0.966879, 1.549362], [1.289035, 1.354736, 0.247306]],
  "forces_ev_per_a": [[0.14, 0.74, 0.30], [0.06, 0.25, 0.35], [0.20, 0.24, -0.36], [0.43, 0.26, 0.32], [0.94, 0.86, 0.23], [0.52, -1.89, -0.58], [0.35, 0.53, 0.06], [-3.25, -1.27, -1.19], [-0.48, 0.05, -0.22], [0.19, 0.27, 0.59], [0.00, 0.05, 0.04], [-0.18, 0.28, 0.45], [0.33, -0.61, -0.10], [0.74, 0.79, -0.21], [0.01, -0.55, 0.32]]
}



Record 3
{
  "formula": "C2H2O3",
  "method": "ωB97M-V with the def2-TZVPD basis set",
  "smiles": "O=CC(=O)O",
  "homo_lumo_gap_ev": 10.584,
  "e_tot_ev": -8248.0132,
  "e_above_lowest_kcal_mol": 13.5,
  "multiplicity": 1,
  "species": ["C", "C", "O", "O", "O", "H", "H"],
  "positions_angstrom": [[-0.738943, -0.468061, 0.994024], [0.364264, 0.463111, 0.476175], [-1.537703, -0.054062, 1.793445], [1.413323, 0.833973, 0.956575], [-0.024476, 0.771057, -0.747703], [-0.633341, -1.390295, 0.399894], [0.665426, 1.313216, -1.164201]],
  "forces_ev_per_a": [[0.74, 1.67, 0.41], [1.37, 0.41, 0.72], [0.28, -1.28, -0.59], [-1.23, -0.58, -0.03], [-0.14, 0.39, -1.17], [-1.00, -0.65, 0.63], [-0.03, 0.04, 0.02]]
}



Record 4
{
  "formula": "C35H33As2ClN15O8Tc",
  "method": "ωB97M-V with the def2-TZVPD basis set",
  "homo_lumo_gap_ev": [6.811, 5.597],
  "e_tot_ev": -211948.9249,
  "e_above_lowest_kcal_mol": 39.7,
  "s2": 3.847,
  "multiplicity": 4,
  "total_charge": 1,
  "species": ["Tc", "C", "C", "N", "C", "C", "N", "C", "C", "C", "C", "C", "N", "C", "C", "N", "C", "C", "N", "C", "C", "C", "N", "C", "C", "H", "H", "H", "H", "H", "H", "H", "H", "H", "H", "H", "H", "N", "C", "N", "N", "N", "N", "C", "N", "N", "N", "N", "H", "C", "O", "C", "O", "C", "C", "As", "C", "C", "C", "As", "C", "C", "O", "O", "C", "C", "O", "O", "C", "C", "O", "O", "C", "H", "H", "H", "H", "H", "H", "H", "H", "H", "H", "H", "H", "H", "H", "H", "H", "H", "H", "Cl", "C", "H", "H"],
  "positions_angstrom": [[0.413966, -0.871386, 0.041271], [-2.026622, 1.089288, 3.133329], [-1.195148, 1.013390, 1.876271], [-0.529494, -0.256426, 1.764766], [-0.149355, -0.840975, 2.923164], [-0.636822, -0.396957, 4.146949], [-1.674232, 0.450517, 4.176793], [0.812313, -1.913279, 2.736954], [1.299435, -2.775035, 3.709740], [2.275331, -3.715127, 3.377758], [2.722328, -3.761042, 2.056546], [2.202421, -2.880476, 1.124478], [1.258811, -1.974410, 1.462733], [2.648496, -2.716332, -0.247283], [3.813932, -3.253989, -0.767129], [4.111557, -3.064242, -2.067414], [3.522544, -2.149748, -2.726689], [2.549559, -1.209563, -2.043484], [1.868701, -1.874692, -0.977874], [2.834083, -4.627746, 4.379683], [4.173653, -5.015071, 4.319405], [4.636281, -5.916923, 5.263872], [3.871476, -6.411514, 6.215835], [2.609216, -6.040673, 6.293372], [2.041158, -5.145368, 5.402700], [-2.949053, 1.648151, 3.131487], [-1.797222, 1.211236, 0.973347], [-0.266969, -0.755301, 5.091582], [0.950647, -2.689231, 4.723533], [3.468789, -4.472726, 1.749248], [4.482659, -3.881144, -0.203059], [3.680089, -2.058771, -3.788612], [1.834756, -0.781642, -2.766243], [4.837387, -4.604777, 3.571980], [5.657439, -6.268407, 5.252225], [2.035566, -6.490908, 7.090559], [1.000890, -4.877112, 5.477095], [3.042256, 2.542946, 0.738576], [3.346135, 1.572167, -0.164812], [4.424966, 1.568695, -0.970221], [4.309391, 0.530663, -1.728792], [3.218388, -0.072596, -1.401635], [2.575792, 0.515575, -0.405672], [1.841693, 2.483924, 1.382106], [1.578227, 2.999398, 2.594943], [0.378298, 2.644993, 2.888084], [-0.090577, 1.973037, 1.885299], [0.784619, 1.840439, 0.896741], [3.772006, 3.138299, 1.102305], [2.604236, 4.250954, -2.096654], [1.274755, 3.894411, -1.710913], [0.834918, 2.667228, -1.921249], [1.501415, 1.769896, -2.409364], [-0.584048, 2.430309, -1.599315], [-1.411715, 3.397276, -1.176827], [-3.317692, 3.220717, -0.700288], [-4.007035, 4.277676, -2.249187], [-3.676316, 1.460555, -1.468161], [-2.832293, 0.434587, -1.612620], [-0.884222, 0.502928, -1.783322], [-0.878579, 0.424845, -3.769949], [-3.302984, -0.947225, -1.874344], [-2.594839, -1.732145, -2.477432], [-4.510245, -1.179797, -1.398467], [-5.075478, -2.480789, -1.518435], [-5.162342, 1.329242, -1.468301], [-5.754658, 1.678762, -0.477857], [-5.822035, 0.964533, -2.560110], [-5.155465, 0.667047, -3.771394], [-0.899014, 4.594692, -0.440660], [-0.859516, 4.390574, 0.753520], [-0.615278, 5.775900, -0.928040], [-0.612534, 6.081943, -2.309455], [2.611915, 4.611969, -3.127194], [3.287551, 3.405957, -2.016986], [2.902703, 5.052508, -1.423368], [-3.773181, 5.333678, -2.115079], [-5.092853, 4.181786, -2.284614], [-3.576555, 3.930688, -3.191689], [-1.702034, 1.032931, -4.159873], [-1.012259, -0.604278, -4.106345], [0.069598, 0.816189, -4.144151], [-6.126505, -2.354067, -1.768887], [-4.985727, -2.985975, -0.557334], [-4.552058, -3.045616, -2.287805], [-5.880136, 0.839426, -4.567673], [-4.841570, -0.380530, -3.801414], [-4.283585, 1.311966, -3.917802], [0.398259, 6.395035, -2.581790], [-1.282943, 6.930042, -2.462465], [-0.923466, 5.230851, -2.921949], [-2.483073, -2.237213, 0.630916], [-0.920752, -2.554895, -0.120487], [-1.130670, -2.792208, -1.165477], [-0.531452, -3.451491, 0.364480]],
  "forces_ev_per_a": [[-0.39, -0.01, -0.06], [0.25, -0.20, -0.20], [-0.25, -0.23, 0.01], [-0.36, -0.37, -0.86], [-0.21, 0.32, 1.51], [1.30, -1.07, -1.17], [-1.22, 0.79, 0.32], [-0.02, 0.07, 0.38], [0.11, 0.06, -0.31], [-0.22, 0.40, -0.31], [-0.23, 0.28, -0.15], [0.39, -0.21, 0.15], [0.62, -0.77, 1.02], [1.54, -0.88, -0.27], [-1.37, 0.54, 1.45], [0.41, -0.05, -1.35], [-0.22, 0.15, 0.33], [-0.28, -0.45, -0.47], [-0.87, -0.08, -0.66], [0.24, -0.31, 0.36], [-0.29, 0.05, 0.02], [0.09, 0.22, -0.32], [0.31, -0.60, 0.57], [-0.23, 0.19, -0.14], [0.13, 0.10, -0.21], [-0.11, 0.17, -0.03], [0.19, 0.01, 0.34], [0.07, -0.17, 0.08], [-0.11, 0.03, 0.13], [0.04, -0.13, -0.04], [-0.01, -0.06, 0.18], [0.07, 0.03, -0.21], [0.25, -0.13, 0.27], [0.06, -0.04, -0.03], [0.17, 0.06, -0.06], [-0.16, 0.04, 0.06], [-0.20, -0.02, 0.05], [0.27, 0.34, 0.06], [-0.01, -1.04, -0.51], [0.24, 0.97, 0.61], [0.22, -0.66, -0.91], [0.42, 0.55, 0.62], [-0.10, 0.07, 0.36], [-1.28, -0.30, 0.14], [1.16, 0.49, 0.02], [-0.99, -0.11, 0.72], [0.59, 0.58, -0.47], [0.45, 0.11, 0.07], [-0.06, -0.09, -0.02], [0.54, 0.03, -0.17], [-0.44, -0.02, 0.20], [0.56, -0.32, -0.50], [-0.16, 0.50, -0.07], [-0.31, 0.19, 0.14], [-0.05, -0.74, -0.18], [-0.03, 0.29, -0.46], [0.10, -0.16, 0.06], [0.62, -0.24, 0.21], [-0.12, 0.33, 0.16], [-1.04, 1.02, -1.38], [0.33, -0.38, 0.02], [0.28, -0.39, -0.33], [-0.37, 0.07, 0.16], [0.08, 0.42, 0.04], [-0.11, -0.53, -0.15], [-0.48, 0.10, 0.42], [0.03, -0.15, -0.23], [-0.37, 0.13, 0.13], [0.25, -0.08, -0.54], [0.22, -0.02, 1.00], [0.08, 0.39, -0.46], [-0.09, 0.34, 0.22], [0.03, 0.11, -0.53], [-0.13, -0.04, 0.07], [-0.12, 0.11, 0.02], [-0.03, -0.07, -0.06], [0.04, -0.05, 0.11], [0.04, -0.06, 0.08], [-0.03, 0.01, 0.14], [0.12, -0.07, 0.35], [0.00, 0.11, 0.15], [-0.13, -0.04, 0.17], [0.06, 0.06, -0.02], [0.03, 0.03, -0.07], [-0.08, -0.02, 0.03], [0.12, 0.01, 0.11], [-0.06, 0.13, 0.00], [-0.15, -0.07, -0.07], [-0.13, -0.15, -0.01], [0.00, -0.17, 0.00], [0.03, 0.08, 0.06], [-0.37, -0.03, 0.38], [0.36, 0.25, -0.33], [0.22, 0.18, 0.08], [0.23, 0.24, -0.04]]
}